# 1
The following is a quantum chemistry calculation of a molecular structure, C22H26N2O7P2Pb, from OMol25.

The calculation puts the energy relative to the best compared isomer or geometry (same formula, charge and spin) at 74.4 kcal per mole. The value obtained for the electronic energy is -64378.1667 eV. Its spin multiplicity is 1.

Last column: Löwdin charge in e.
Geometry (Å):
H -0.950444 -4.348348 -2.320966  0.115
H 2.228591 -2.716390 -4.666396  0.108
H 0.931002 -4.682597 -3.864932  0.104
C -1.950611 4.360977 0.488907  -0.225
O 1.363974 -2.209923 3.882602  -0.089
H 3.674115 -2.830566 2.881031  0.097
H 1.580083 -0.451083 -3.932330  0.121
H 2.759202 -3.338121 -0.807488  0.108
C 1.382034 -2.585853 -4.003825  -0.077
C -3.289573 3.941078 -0.047175  -0.065
C -2.825452 -1.431431 0.845863  -0.137
H -4.685639 -2.335758 1.434800  0.105
C 3.512143 -0.301890 2.339446  -0.051
H -3.489513 2.898770 0.206336  0.066
H -4.895231 -3.630439 -0.672818  0.105
H 1.778557 2.672939 -0.268645  0.079
C 1.018817 -1.315199 -3.593486  -0.026
C -1.794082 5.594070 1.105615  -0.064
H 2.962291 0.622162 2.153157  0.070
H 1.459897 2.100102 1.355595  0.038
H -3.326163 4.003036 -1.136802  0.079
H 0.930649 -3.136108 0.793309  0.067
H 3.602865 -0.437845 3.420416  0.088
C -4.033851 -2.996100 -0.503347  -0.073
Pb -0.499517 0.404471 0.178883  1.470
N -0.355371 0.192761 -2.277065  0.020
O 3.534132 -2.719349 1.932463  -0.047
C -0.819988 3.507596 0.322039  -0.395
C 2.813399 -1.502037 1.713261  -0.594
O 1.573659 -0.289306 -0.325004  -0.411
O 2.053634 -2.717134 -0.567962  -0.149
C 0.658381 -3.680640 -3.557036  -0.086
C -0.411020 -3.489068 -2.698341  -0.037
H 2.506313 3.501809 1.128269  0.083
H -1.259471 0.576107 -2.546174  0.113
H -2.652535 6.252391 1.198486  0.106
H -0.472697 6.930144 2.143049  0.098
O 4.019602 -1.067138 -0.726162  -0.250
H -4.081705 4.574703 0.354481  0.072
C 0.424336 3.916210 0.859262  -0.232
H -3.127507 -3.505508 -2.371070  0.115
C -1.912474 -2.109399 -1.283935  -0.195
C -0.059807 -1.122797 -2.738192  -0.261
C -3.035839 -2.921826 -1.462931  -0.038
C -3.920105 -2.267113 0.670734  -0.082
O 0.296457 -0.473860 2.365007  -0.370
P 1.138404 -1.707630 2.387025  0.470
N -1.005615 2.404857 -0.469305  -0.089
H 1.472300 5.424314 1.952788  0.105
C -1.828114 -1.329105 -0.121280  -0.237
C -0.791214 -2.216167 -2.262614  -0.136
O 0.515704 -2.959156 1.669805  -0.092
H 0.904276 -1.658230 4.531989  0.102
H -2.746262 -0.855939 1.763262  0.094
P 2.702436 -1.282179 -0.122425  0.350
C -0.573213 5.976469 1.639026  -0.091
C 0.517971 5.128203 1.529205  -0.063
C 1.606060 3.013097 0.755849  -0.074
H 0.364331 0.846323 -2.557399  0.096
H 4.507396 -0.221354 1.903164  0.095

Cartesian forces (eV/Å) of the 2 atoms listed first:
H -0.011 -0.002 0.010
H -0.025 0.006 0.027

# 2
The following is a quantum chemistry calculation of a molecular structure, C12H15BN2O9Pb3 at a distorted geometry, from OMol25.

The calculation puts the energy relative to the best compared isomer or geometry (same formula, charge and spin) at 49.5 kcal per mole. The net charge is +4. The value obtained for the electronic energy is -50469.3130 eV. Its spin multiplicity is 1.

Last column: Löwdin charge in e.
Geometry (Å):
O -22.477320 15.729665 -0.465077  0.292
Pb -24.866254 10.321096 -1.774313  1.648
C -18.901465 9.888941 0.837786  -0.048
H -18.597509 8.528667 -6.770072  0.071
H -22.086871 10.152488 -1.601291  -0.056
O -22.390006 9.885636 -2.490916  -0.934
O -25.538208 19.076801 -0.926431  0.311
O -23.965771 18.956397 -3.435651  0.318
H -18.714320 9.384312 1.785647  0.102
H -15.915259 9.757079 -5.658843  0.146
H -17.292767 9.107944 -7.593303  0.099
Pb -22.138167 7.777844 -3.786474  1.493
H -21.013071 10.700128 2.348824  0.161
N -20.091071 9.382942 -4.233489  -0.057
H -20.810668 8.894508 0.611934  0.117
H -21.053185 11.852575 1.135318  0.110
C -22.673310 10.526582 1.015347  -0.145
O -24.195866 14.948673 -1.867368  0.305
H -17.229106 8.322930 -3.932809  0.153
O -24.622457 16.982790 -0.590271  0.281
C -23.603572 13.848054 -1.410089  -0.274
C -23.897036 18.128431 -2.524377  -0.300
H -16.977665 7.682516 -6.606928  0.105
N -23.774595 10.327813 0.764342  0.109
B -23.593339 16.145596 -1.348384  -0.748
O -23.629943 12.666914 -1.755602  -0.159
Pb -21.978180 11.462785 -4.228955  1.406
H -18.585406 10.929159 0.916134  0.090
C -17.519648 8.627585 -6.641528  -0.089
O -21.531996 13.712748 -0.033245  0.138
C -24.740743 18.134746 -1.227057  -0.201
C -17.450646 9.334138 -4.274109  -0.118
O -23.203807 17.065240 -2.485629  0.294
H -17.139125 10.032631 -3.497467  0.145
C -20.399006 9.884350 0.414824  -0.248
H -18.303206 9.400788 0.068435  0.074
H -17.395073 10.647852 -5.931274  0.124
C -21.253979 10.792418 1.289787  -0.141
C -22.433408 14.402241 -0.537027  -0.304
C -17.000824 9.662212 -5.683948  -0.225
C -18.942712 9.349382 -4.203114  -0.116
H -20.526367 10.098017 -0.646412  0.070

Cartesian forces (eV/Å) of the 2 atoms listed first:
O -1.313 -1.371 -1.407
Pb 0.602 0.956 1.771

Among the records above, which one has the highest electronic energy?
C12H15BN2O9Pb3